Molecular formula: C30H39N5OTm
Method: DFT, ωB97M-V with the def2-TZVPD basis set

Cartesian coordinates (Å):
Tm  0.079  -0.266  0.804
N  0.437  -4.292  3.241
N  0.264  -1.943  -1.196
C  0.734  2.134  -0.142
C  1.896  1.347  0.204
C  1.963  1.254  1.656
C  3.140  0.866  2.516
H  3.903  0.428  1.838
H  2.784  0.116  3.267
H  3.516  1.783  3.037
C  0.844  1.994  2.161
C  0.658  2.374  3.588
H  0.723  3.465  3.726
H  1.435  1.934  4.228
H  -0.323  2.052  3.971
C  0.045  2.454  1.069
C  -1.244  3.209  1.154
H  -1.867  2.781  1.959
H  -1.778  3.117  0.193
H  -1.093  4.287  1.358
C  2.990  0.998  -0.745
H  3.886  1.613  -0.549
H  2.686  1.189  -1.784
H  3.290  -0.059  -0.679
C  0.438  2.712  -1.492
H  -0.529  3.250  -1.458
H  0.369  1.889  -2.232
H  1.236  3.423  -1.807
C  -0.515  -5.087  3.704
H  -0.373  -5.751  4.591
C  -1.884  -5.059  3.230
H  -2.698  -5.673  3.729
C  -2.124  -4.366  2.028
H  -3.142  -4.261  1.580
C  -1.077  -3.651  1.394
H  -1.121  -3.257  0.379
C  0.212  -3.566  2.070
C  1.228  -2.558  1.959
H  1.874  -2.838  1.021
C  -0.353  -0.855  -1.557
C  0.455  -2.817  -2.274
H  0.899  -3.784  -2.058
C  0.062  -2.153  -3.377
H  0.147  -2.515  -4.369
N  -0.509  -0.976  -2.948
C  -0.694  0.103  -3.754
C  0.343  0.483  -4.617
C  0.158  1.681  -5.348
H  0.868  1.991  -6.135
C  -1.004  2.442  -5.173
C  -1.270  3.589  -6.068
H  -1.850  4.362  -5.570
H  -1.839  3.238  -6.927
H  -0.332  3.988  -6.437
C  -1.933  2.118  -4.171
H  -2.848  2.714  -4.023
C  -1.756  0.939  -3.412
C  -2.632  0.541  -2.250
H  -2.741  -0.557  -2.172
H  -3.635  0.980  -2.344
H  -2.256  0.891  -1.258
C  1.671  -0.246  -4.683
H  1.531  -1.299  -4.982
H  2.206  -0.225  -3.706
H  2.346  0.228  -5.421
C  -2.040  -0.922  5.309
N  -0.627  -1.185  5.156
C  0.049  -0.977  4.020
N  1.345  -1.369  4.013
O  -0.539  -0.384  3.014
H  -2.447  -0.629  4.331
H  -2.182  -0.125  6.049
H  -2.552  -1.818  5.683
H  -0.130  -1.659  5.916
H  1.599  -1.975  3.117
H  1.623  -1.863  4.856

Properties
Total charge ... -1
HOMO level (spin up / spin down) ... -1.8 / -1.8 eV
Kohn-Sham gap (spin up / spin down) ... 0.1575 / 0.1582 hartree
2S+1 ... 3
Energy relative to the best compared isomer or geometry (same formula, charge and spin) ... 0.0000 eV
LUMO (spin up / spin down) ... 2.514 / 2.514 eV

Löwdin population analysis, charges in e, atoms 1 to 2: atom 1 (Tm): 1.482, atom 2 (N): 0.057